74
Properties=species:S:1:pos:R:3:forces:R:3:mulliken_charge:R:1 method="wB97M-V/def2-TZVPD" orbital_gap_ev=7.16 e_tot_ha=-2645.05915
C 5.18038 -1.39457 -1.23296 -0.1 0.0 -0.1 -0.251
H 3.47596 -0.63794 4.55655 0.0 0.0 0.0 0.426
H 7.30311 -1.23608 -0.88629 0.0 0.0 0.0 0.419
C -4.26211 -2.02967 -3.72905 0.0 0.0 0.0 -0.697
C -7.32666 -4.16960 -3.16889 0.0 0.0 0.0 0.885
C -4.18330 -2.95230 -1.50699 0.0 0.0 0.0 -0.491
H 3.47112 0.89579 -1.16911 -0.1 0.2 0.0 0.337
H -3.81768 -1.41834 -4.50306 0.0 0.0 0.0 0.460
H 5.69314 -0.71937 3.43497 0.0 0.0 0.0 0.386
H -2.36865 3.21654 2.24838 0.0 0.0 0.0 0.440
C 2.86978 4.20473 -0.91256 0.0 0.0 0.0 -0.892
C -2.35561 -1.49969 -2.25752 0.0 0.0 -0.1 0.688
C 2.42365 -0.67547 1.30568 0.0 0.0 0.1 0.715
C 1.45423 4.20166 -0.99123 -0.1 0.0 -0.1 0.735
C 6.31841 -1.17297 -0.44302 0.0 0.0 0.1 -0.996
C -1.33395 4.19894 -1.18287 0.0 0.0 0.0 -0.789
C -0.65647 3.01305 -1.22971 0.0 0.0 0.0 -0.439
C 4.85928 -0.86366 1.45682 0.0 0.0 0.0 0.412
C 0.36643 1.33588 1.55649 -0.1 0.0 0.0 0.700
C 0.72230 5.41369 -0.93381 0.0 0.0 0.0 -0.853
C 4.77249 -0.73967 2.86377 -0.1 0.0 0.1 -0.939
C -1.27737 -3.70697 1.13306 0.0 0.0 -0.1 -0.785
H -1.21102 2.08577 -1.34566 0.0 0.1 0.0 0.408
C 1.35189 2.24780 1.93154 0.0 -0.1 0.1 -0.513
C 3.68054 -0.93576 0.64784 0.0 -0.1 0.1 0.588
C 3.56195 -0.68729 3.47897 0.1 0.0 0.0 -1.180
C -5.46962 -2.67116 -3.95234 0.0 0.0 0.0 -0.559
H -0.74284 -0.50443 3.20847 0.0 0.0 0.0 0.334
H 4.65152 3.04017 -0.94932 0.0 0.0 0.0 0.447
H -0.14750 -2.74116 -0.40047 0.0 0.0 -0.1 0.149
C -0.53541 -2.66215 0.60175 0.0 0.0 0.1 -1.020
H -5.97438 -2.56307 -4.90261 0.0 0.0 0.0 0.441
C 6.15255 -0.95200 0.88895 0.0 0.0 -0.1 -0.714
H 1.77345 4.19187 2.71650 0.0 0.0 0.0 0.435
F -7.90898 -3.84724 -4.33804 0.0 -0.1 0.1 -0.282
H 1.27004 6.34340 -0.82164 0.0 0.0 0.0 0.402
C -1.32354 2.94309 2.17287 0.0 0.0 0.0 -0.872
Pd 0.39869 0.11293 -1.50403 -0.4 0.4 -0.3 -0.555
H 3.38234 5.15336 -0.79386 0.0 0.0 0.0 0.391
H -0.61248 4.81124 2.94983 0.0 0.0 0.0 0.412
F -7.16255 -5.51289 -3.16642 -0.1 0.1 0.0 -0.255
H 2.39941 2.00194 1.80786 0.0 0.0 0.0 0.425
C 2.40973 -0.62348 2.68178 -0.1 0.1 -0.1 -0.350
C 0.99914 3.48930 2.43586 0.0 0.0 0.0 -0.851
H -3.67814 -3.05122 -0.55450 0.0 0.0 0.0 0.415
P 0.75257 -0.19262 0.64128 0.0 0.0 0.1 2.056
C 2.88221 1.80512 -1.12498 0.0 0.1 -0.1 0.511
H -2.41234 -4.41283 2.81127 0.0 0.0 0.0 0.406
C 0.76023 2.97052 -1.13525 0.1 0.2 -0.1 1.858
C -1.62533 -2.44429 3.14326 0.0 0.0 0.0 -0.922
C -0.97374 1.70421 1.65688 0.0 -0.1 0.1 -0.961
C -0.87314 -1.40365 2.61976 0.0 0.1 -0.1 -0.187
H 7.00614 -0.85324 1.54838 0.0 0.0 0.0 0.381
H -1.74811 1.02724 1.31385 0.0 0.0 0.0 0.485
C -0.33896 3.83732 2.56391 0.0 0.0 0.0 -0.593
H -2.05733 -2.34822 4.13168 0.0 0.0 0.0 0.434
H 1.46956 -0.46619 3.19369 0.0 0.0 0.0 0.216
C -0.64004 5.41657 -1.02837 0.0 0.0 0.0 -0.643
C -1.82532 -3.59982 2.40171 0.0 0.0 0.1 -0.501
F -8.21920 -3.89688 -2.19179 0.0 -0.1 -0.1 -0.260
C 3.91424 -1.30643 -0.71294 0.1 -0.1 0.0 -0.234
I 2.44168 -1.96611 -2.03684 0.0 -0.2 -0.1 0.223
C -3.60059 -2.15928 -2.50572 -0.1 0.0 0.0 0.737
H -1.43618 -4.60149 0.54334 0.0 0.0 0.0 0.464
H -5.83184 -4.20022 -0.95243 0.0 0.0 0.0 0.381
C -0.32194 -1.50063 1.34051 0.0 0.0 0.1 1.530
H -1.18835 6.35041 -0.98989 0.0 0.0 0.0 0.405
C -5.38673 -3.59203 -1.73044 0.0 0.0 0.0 -0.837
C -6.03198 -3.45128 -2.95422 0.0 0.0 0.0 0.364
C 3.56787 3.03819 -0.99616 0.0 -0.1 0.0 -1.041
H -2.41441 4.20182 -1.26452 0.0 0.0 0.0 0.441
H 5.30727 -1.67579 -2.27007 0.0 0.0 0.0 0.434
C 1.51535 1.75308 -1.18940 0.3 -0.2 0.1 -0.767
C -1.28487 -0.96642 -2.02850 0.1 -0.3 0.2 -1.549